8
Properties=species:S:1:pos:R:3:forces:R:3 method="wB97M-V/def2-TZVPD" de_lowest_ev=5.117 largest_force_ha_per_bohr=0.0890 orbital_gap_ev=11.4 lumo_ev=-4.57 smiles=[NH3+]C1OO1 charge=+1
O 0.698088 1.458662 -0.403080 -1.973 2.536 -2.743
O 1.481960 0.722327 0.453686 -0.232 -2.719 2.444
N -0.434832 -0.643113 -0.298848 3.831 -2.417 -0.665
C 0.059624 0.591020 0.390462 2.072 0.736 -1.647
H -0.584944 0.935854 1.152941 -0.474 0.190 0.984
H -1.379621 -0.902399 -0.010788 0.113 -0.363 -0.143
H 0.362597 -1.303289 0.072232 -2.289 0.428 -0.175
H -0.202873 -0.859063 -1.356606 -1.048 1.609 1.946

***

9
Properties=species:S:1:pos:R:3:forces:R:3 method="wB97M-V/def2-TZVPD" de_lowest_ev=1.132 largest_force_ha_per_bohr=0.0599 orbital_gap_ev=10.1 lumo_ev=0.30 smiles="NP=O.C=O" charge=0
P -1.946198 0.702868 0.810036 -0.312 -0.025 1.812
O 1.820738 -0.447019 -0.319650 -0.676 0.008 -0.500
O -2.078331 0.199189 -0.552372 0.558 -0.181 -1.179
N -0.500549 0.244623 1.524080 -1.232 0.463 -2.619
C 1.125303 -0.423868 -1.322887 1.963 -1.486 1.849
H -0.491707 0.342866 2.507737 0.904 0.282 0.837
H 0.800838 -1.377062 -1.736919 -0.495 0.026 -0.413
H 0.977510 0.507883 -1.776937 -0.842 1.421 -1.174
H 0.292395 0.250521 0.866911 0.132 -0.509 1.387

***

9
Properties=species:S:1:pos:R:3:forces:R:3 method="wB97M-V/def2-TZVPD" de_lowest_ev=3.043 largest_force_ha_per_bohr=0.0902 orbital_gap_ev="9.1 / 7.4" lumo_ev="-0.79 / -0.69" charge=0
P 0.318080 0.667187 -0.339501 0.710 0.244 -0.048
O -0.687141 0.776690 -1.397393 -0.614 0.039 -0.665
O -0.069190 -0.156256 0.955841 -4.146 -1.529 1.413
N 1.735890 -0.081630 -0.872058 -0.387 0.019 0.146
C -1.645500 -0.595178 1.192724 4.280 1.194 -0.926
H 2.019764 0.246734 -1.785869 0.078 0.001 0.041
H 2.494900 -0.106885 -0.206656 0.079 -0.001 -0.031
H -1.952843 -0.263814 2.160351 0.073 0.012 0.399
H -2.213959 -0.486849 0.292560 -0.075 0.020 -0.330

***

12
Properties=species:S:1:pos:R:3:forces:R:3 method="wB97M-V/def2-TZVPD" de_lowest_ev=0.238 largest_force_ha_per_bohr=0.0419 orbital_gap_ev=9.0 lumo_ev=-0.15 smiles="O=C(OS)N(S)[PH2]=S" charge=0
S 1.812667 0.784901 -1.303144 0.443 0.035 0.063
S -1.593029 -0.692440 -1.098522 -0.058 -0.685 -0.113
S 0.801187 -0.377773 2.846619 -0.132 -0.143 -0.326
P 0.123990 -1.102468 1.189827 0.696 1.009 1.775
O 0.346926 1.555023 -1.088635 -0.111 -0.512 -0.347
O -0.461862 2.203094 0.866149 0.049 0.364 0.321
N -0.866127 0.028652 0.339272 0.436 -0.611 -1.127
C -0.286972 1.319090 0.105545 -0.373 0.404 0.668
H 1.432313 -0.414490 -1.790540 -0.356 0.152 -0.088
H 1.193567 -1.475376 0.371510 -0.383 -0.324 -0.446
H -1.829346 0.407699 -1.820643 0.099 0.241 0.235
H -0.673316 -2.235910 1.382563 -0.311 0.071 -0.616

***

9
Properties=species:S:1:pos:R:3:forces:R:3 method="wB97M-V/def2-TZVPD" de_lowest_ev=0.000 largest_force_ha_per_bohr=0.0162 orbital_gap_ev=8.0 lumo_ev=4.12 charge=-1
S 0.320841 -0.540898 -2.315596 0.172 -0.042 -0.425
O -0.983505 0.908120 2.131691 -0.104 -0.236 0.132
O -1.351072 0.263442 0.032787 -0.345 -0.207 -0.303
N 0.766411 0.202777 0.871331 -0.196 -0.287 -0.396
C -0.559947 0.461776 1.077267 0.131 0.726 -0.100
H 0.256057 -1.883390 -2.387206 -0.036 0.141 0.138
H 1.410667 0.580079 1.537986 0.002 0.050 0.026
H -0.888680 -0.036738 -0.848628 0.079 0.004 0.831
H 1.029230 0.044830 -0.099632 0.296 -0.149 0.098

***

9
Properties=species:S:1:pos:R:3:forces:R:3 method="wB97M-V/def2-TZVPD" de_lowest_ev=5.661 largest_force_ha_per_bohr=0.0540 orbital_gap_ev="9.1 / 8.8" lumo_ev="-7.44 / -7.50" charge=+1
O -0.129232 -2.038876 -0.863536 0.731 -2.410 -1.169
O -0.904078 -1.079504 -1.153445 0.652 1.173 0.288
O 1.055397 -0.722034 0.405264 0.661 0.482 0.558
N 0.283127 0.050559 0.096895 -2.127 -1.399 -0.895
C -0.117802 1.260893 0.677974 -0.170 2.374 1.073
H 0.794686 1.504313 1.261901 -0.729 0.934 -0.253
H 0.519497 -2.235131 -1.621658 -1.059 0.404 0.638
H -0.461410 1.914480 -0.159290 0.899 -0.212 0.496
H -1.040186 1.345301 1.355895 1.142 -1.346 -0.736

***

10
Properties=species:S:1:pos:R:3:forces:R:3 method="wB97M-V/def2-TZVPD" de_lowest_ev=1.466 largest_force_ha_per_bohr=0.1005 orbital_gap_ev=10.7 lumo_ev=0.23 charge=0
P -0.872970 -0.215362 -1.129599 -0.034 2.317 1.460
O -1.302247 -1.498653 -1.551947 -0.486 -2.568 -1.292
O -2.057136 -0.090486 0.555778 -0.155 1.409 -1.338
O -2.545487 0.954236 -1.323103 0.516 -0.241 0.494
N 3.168879 -0.317193 0.516011 3.927 -3.336 -0.396
C -2.803260 0.712475 -0.113375 -0.249 -0.994 0.928
H 3.553085 -1.081917 1.182758 -0.844 1.356 -1.637
H -3.715050 1.111233 0.372809 0.444 0.070 -0.252
H 2.575001 0.143835 1.088268 -2.520 2.157 2.130
H 3.999183 0.281834 0.402397 -0.599 -0.168 -0.097

***

10
Properties=species:S:1:pos:R:3:forces:R:3 method="wB97M-V/def2-TZVPD" de_lowest_ev=1.892 largest_force_ha_per_bohr=0.0626 orbital_gap_ev=10.3 lumo_ev=-0.58 smiles="[H]/N=C/P(=O)=O.O" charge=0
P -2.133867 0.332268 -0.181857 -0.038 0.921 -0.934
O -2.396924 0.700323 1.197477 0.062 -0.211 0.137
O -2.215394 1.148614 -1.412726 0.185 -1.125 0.950
O 0.818038 1.985963 0.636710 2.515 -0.829 1.831
N -1.555586 -2.181859 0.482239 0.358 0.891 1.649
C -1.783511 -1.481445 -0.499722 -1.152 2.589 -1.001
H -1.418965 -3.119227 0.263246 0.245 -2.349 -0.496
H 0.611484 2.903437 0.736674 -0.604 0.985 -0.172
H 1.606048 1.928900 1.293259 -1.984 -0.248 -1.723
H -1.983226 -1.684539 -1.546827 0.412 -0.624 -0.241